No. 1
Entry from the Open Molecules 2025 dataset: a cluster of 13 separate species, C33H67Cl12NO13S6 in total (ωB97M-V/def2-TZVPD).

HOMO energy ... -9.42 eV
Orbital gap ... 9.72 eV

Each line ends with the Löwdin charge.
Positions of all 132 atoms, in Å:
O: 0.0172 5.8063 0.2638  -0.3233
O: -0.9804 -4.3764 -3.6728  -0.3140
H: -0.6159 0.6475 2.1249  0.0884
H: 0.2739 -1.4494 1.9689  0.0762
Cl: -6.2043 -3.4431 3.3387  0.4891
H: -0.0494 -2.4585 -0.4617  0.0621
C: 0.8709 1.1170 -4.8154  -1.0713
H: -1.1655 -2.2919 1.4595  0.0996
H: -4.0275 4.4304 1.2236  0.1071
H: -2.1217 -0.2302 2.2641  0.0750
H: 4.8737 -4.4678 -0.7872  0.0833
S: 2.5999 1.2904 2.3844  0.6857
H: 6.6049 0.6272 0.0223  0.0632
H: -3.8796 7.0107 1.4159  0.1080
Cl: -4.2335 -2.7021 1.2145  0.5644
H: -4.1201 6.0844 2.9237  0.1079
H: 1.6619 -4.8392 -3.3769  0.1075
H: 4.5163 0.4946 0.1341  0.0982
O: -2.6324 -1.3708 -1.2543  -0.3715
O: -0.8425 0.0544 -2.1838  -0.3627
H: -1.1576 5.6568 4.2483  0.1182
H: 7.3461 -0.9040 0.4901  0.1001
H: -2.8154 -1.3531 5.0035  0.0072
C: -2.1136 6.9075 2.6594  -0.1951
O: 1.7105 0.9353 1.2913  -0.3251
C: -1.2951 -0.0671 1.6153  -0.2009
H: -3.0814 -7.5481 -1.9820  0.1126
H: -5.7977 1.1775 3.3794  0.0291
H: 4.3036 -3.3867 -3.0741  0.0779
C: 3.1354 -0.6133 -0.9582  -0.0829
C: -2.8567 -0.9811 -4.3641  -0.9819
C: 2.4186 -4.1840 -2.8472  -0.1967
C: -5.6979 1.8374 2.5316  -0.9857
O: 2.3601 -3.7774 -0.1830  -0.3199
H: 3.3366 -0.3760 5.5266  0.1294
H: 1.9991 -3.1693 -2.8601  0.1006
C: 1.8760 1.2250 4.9675  -0.1903
C: 1.6823 2.1581 3.7647  -0.1766
Cl: -5.6270 0.9242 1.0005  0.5404
H: 1.8826 1.8646 5.8749  0.1271
S: -1.4117 -0.5814 -0.9887  0.7122
H: -0.2667 5.7193 2.7396  0.0702
C: 4.3231 -5.2957 -1.2104  -0.2121
C: 2.0701 3.0641 -1.2497  -0.2055
H: -3.3820 -0.5463 -3.5347  0.0038
H: 0.4035 2.7579 0.1583  0.0849
H: 4.2095 -6.4299 -3.0594  0.1228
C: 2.3690 5.5922 -0.8707  -0.1865
O: -0.5320 -4.3018 -1.2696  -0.3099
H: 1.8932 2.4200 -2.1018  0.0702
C: -1.9101 -0.8363 5.1775  -0.9670
H: -4.0265 -6.0590 -0.4795  0.1049
H: 3.1823 -1.1060 -1.9061  0.0670
C: 3.1686 0.3558 4.6996  -0.1960
H: 3.8827 -4.2711 -4.4873  0.1105
H: 2.6979 -1.3450 -0.2743  0.0670
H: -2.6168 3.4240 -4.7344  -0.0103
C: 2.7856 4.3523 -1.7766  -0.1528
H: -2.5422 5.3418 0.5080  0.0846
C: -1.2721 5.7253 3.1480  -0.2222
H: 5.6811 -5.4064 -2.9496  0.1128
H: 4.1136 -0.3533 2.9532  0.0837
C: -0.5805 -1.3956 1.3071  -0.2253
C: -1.1251 -6.5909 -2.2020  -0.2059
Cl: -2.8864 3.1762 -2.4235  0.5212
Cl: -1.8816 -0.3255 6.9029  0.4920
O: -1.2017 3.2186 2.0294  -0.3448
Cl: -4.1652 5.1039 -4.2629  0.5317
H: -2.5736 -5.3329 0.0462  0.1021
Cl: 2.5353 0.8143 -4.5256  0.5816
C: -3.4663 3.5121 -4.0679  -1.0506
H: -0.0367 3.7743 -1.3036  0.0907
C: -5.9296 -2.7766 1.7056  -1.0134
C: -0.1276 -1.4511 -0.1131  -0.2216
C: 6.8315 -0.3572 -0.3280  -0.0002
C: 3.8542 -4.3102 -3.4121  -0.2142
H: -1.1970 -7.0909 -3.1500  0.0965
H: -2.8673 0.9316 0.2920  0.0906
H: -2.4239 7.5841 3.5089  0.1308
H: 3.1820 5.9046 -0.2283  0.1035
H: 2.2364 3.1141 3.8570  0.1104
C: -3.1058 5.0129 1.3452  -0.1995
C: 5.5784 -0.9431 -0.8814  -0.5051
C: -3.4416 6.3292 2.1167  -0.2129
H: -3.2481 -3.7346 -1.6338  0.0803
O: 3.7898 2.0335 2.0256  -0.3248
H: 7.5557 -0.2255 -1.1158  0.0816
H: -4.7850 2.4266 2.5779  -0.0202
H: 2.6392 4.5261 -2.8416  0.0970
H: -1.8713 0.0117 4.4875  0.0176
H: 2.5358 0.2765 -1.0803  0.0581
C: -1.7858 0.5883 0.3091  -0.2152
C: 0.7546 3.4903 -0.6177  -0.2287
O: 1.7866 4.5790 1.5133  -0.3146
H: -6.3223 -1.7510 1.7380  -0.0169
C: -3.0176 -4.7618 -1.9804  -0.2296
S: 2.5863 -4.8170 -1.1482  0.6514
H: -0.1755 -6.8205 -1.6980  0.0858
Cl: -0.5284 -1.9138 4.8269  0.5350
C: -2.3528 -7.0237 -1.3405  -0.1933
O: -2.9869 3.6745 3.6639  -0.3497
N: 4.4609 -0.2323 -0.5585  0.0336
H: -6.4589 -3.3686 0.9660  0.0282
H: 0.6745 2.3054 3.4433  0.0626
H: 3.8563 4.1631 -1.7583  0.1056
C: -3.0608 -5.7507 -0.8297  -0.2468
H: -3.5934 -4.9747 -2.9047  0.1165
Cl: -3.8696 -2.3840 -4.9546  0.4865
H: -1.9323 -1.4174 -3.9902  0.0056
C: 4.6174 -5.4465 -2.7200  -0.1967
H: 4.0264 1.0425 4.6826  0.1131
H: 0.9749 0.6890 4.9909  0.0521
S: -2.1056 4.2261 2.5993  0.7097
H: -1.1648 1.4220 0.0937  0.0464
O: 1.8739 -6.0390 -1.0070  -0.3249
O: 5.5083 -1.9763 -1.5754  0.0112
H: 0.8075 -0.8926 -0.3289  0.0791
H: -1.5514 7.4421 1.8765  0.1151
H: 0.3262 0.7200 -3.9793  -0.0283
H: 1.9672 6.3475 -1.4696  0.0815
H: 0.6018 0.6244 -5.7289  0.0076
S: -1.2862 -4.8280 -2.3539  0.6203
H: -4.2036 2.7422 -4.2423  0.0140
H: -2.0780 -7.7082 -0.5117  0.1210
H: 2.3577 -0.9568 3.0963  0.1242
Cl: 0.4655 2.8438 -4.9132  0.5195
H: 2.7068 2.5453 -0.5539  0.0804
Cl: -7.0296 3.0104 2.6043  0.5105
H: 4.4894 -6.1415 -0.5678  0.0974
Cl: -2.4447 0.2384 -5.5714  0.5623
S: 1.1704 4.9618 0.2395  0.6578
C: 3.1365 -0.1487 3.2661  -0.2289



No. 2
Entry from the Open Molecules 2025 dataset: a cluster of 16 separate species, C33H67Cl30NO3S in total (ωB97M-V/def2-TZVPD).

HOMO energy ... -8.74 eV
Orbital gap ... 8.88 eV

Each line ends with the Löwdin charge.
Positions of all 135 atoms, in Å:
Cl: -0.4277 9.4638 -3.8791  0.5325
Cl: -9.7966 6.6373 3.4188  0.5385
C: -1.5720 4.5846 1.3163  -0.7008
H: -6.2463 6.5768 -0.7289  0.0746
C: -7.4283 5.3863 2.8725  -0.6552
H: 4.4052 -0.3862 7.7069  0.0717
H: -1.2179 -1.1447 -5.4550  -0.0246
C: 0.7185 -3.8191 -7.9937  -0.6648
C: -1.9763 -5.8529 0.8696  -0.6930
H: 1.5538 -0.9321 1.7381  -0.0825
C: -0.6266 -0.4154 6.2000  -0.6629
C: -5.6525 -6.4730 0.0851  -0.6374
C: -1.5179 -0.1523 -5.1290  -0.6731
Cl: 5.2908 -9.5453 -2.1719  0.5083
Cl: 0.8596 3.7844 -2.3035  0.5184
H: -1.7857 0.8476 2.5978  -0.1997
Cl: 3.3353 -0.9731 3.4464  0.5811
C: 3.4876 4.4897 -2.1897  -0.7099
H: -3.0149 -6.1602 0.7794  -0.0185
H: -2.2676 -0.4900 7.5572  0.0746
Cl: 6.0836 -6.4735 -1.8732  0.5623
Cl: -8.0749 4.3615 1.5618  0.5732
H: -8.8511 4.6803 4.3310  0.0684
H: -5.9203 -5.4453 0.3180  0.0780
H: -2.7552 9.5422 -3.5132  0.0591
C: 0.6245 -1.5386 1.8130  -0.2398
H: -1.3307 -7.4213 -0.4226  0.0660
H: 8.5172 -6.4796 -0.3181  0.0690
Cl: 6.3953 0.9913 -6.7598  0.5424
H: 1.7230 -3.6873 -8.3924  0.0728
H: 1.1644 -2.6004 -6.2961  0.0749
Cl: -1.4807 3.3569 3.7804  0.5320
H: -5.6861 4.7165 -2.3473  0.0757
C: -1.8654 10.4723 -1.7831  -0.6655
H: -0.0996 0.3621 0.2888  0.0939
H: -7.5567 -7.3684 0.4456  0.0728
C: -1.4989 4.8520 2.7982  -0.6335
H: -1.1650 -7.8074 1.2911  0.0701
H: 4.9422 0.5621 2.7134  0.0303
H: 6.4966 2.7981 -3.5444  0.0767
C: -6.8475 -7.2679 -0.3744  -0.6663
Cl: -4.3550 -6.4379 -1.1377  0.6062
H: 0.0534 -3.1274 -8.5045  0.0686
H: -4.2044 4.4036 -1.4421  0.0681
Cl: -1.7473 -5.2604 2.5397  0.5550
H: 2.9493 -9.6870 -1.9350  0.0673
H: 4.4992 -8.2637 0.2916  0.0198
H: -7.0931 6.3227 2.4333  0.0554
C: 3.6771 -8.8749 -0.0730  -0.6736
C: 2.1354 4.9923 -2.6046  -0.6468
H: 7.3459 2.9764 -5.9187  0.0678
Cl: -0.0829 3.8635 0.6602  0.5223
C: -1.3779 -0.0048 -3.6378  -0.6241
Cl: 0.2512 -0.4583 -3.0719  0.5968
C: 6.0269 2.2625 -4.3689  -0.6405
H: -0.6148 -0.6618 -1.0278  0.0182
H: 4.9425 -0.9018 1.7271  0.0701
H: 4.2589 5.1927 -2.5000  0.0667
C: -0.6428 -0.5546 0.0600  -0.3020
Cl: 4.9155 1.2185 5.3624  0.5646
C: -1.9285 10.2031 -3.2646  -0.6655
H: 1.3115 -4.3308 -5.9832  0.0702
C: -2.0769 -0.1804 6.5307  -0.6451
Cl: -0.5375 1.0433 -6.0220  0.5294
H: -6.5602 -8.2630 -0.7044  0.0678
H: -2.3992 3.9211 1.0761  0.0217
H: -1.7177 5.5212 0.7828  0.0351
C: -4.9329 5.1678 -1.7036  -0.6500
H: -6.1919 4.9763 0.0126  -0.0012
H: -0.9812 11.0472 -1.5193  0.0666
H: -2.0632 11.1404 -3.8023  0.0715
C: 7.0330 2.0379 -5.4681  -0.6682
Cl: 2.5288 -0.5178 0.1090  0.7029
H: -7.9679 6.1358 4.7963  0.0735
H: 3.7074 3.5274 -2.6342  -0.0052
H: -1.8115 -5.0173 0.1933  0.0595
S: -2.4329 0.9942 1.4199  0.7967
H: 2.7589 1.2538 1.6513  0.0836
H: 0.0295 0.2219 6.7920  -0.0456
Cl: 0.2101 -5.4773 -8.4030  0.5366
Cl: 2.2137 0.3508 7.2423  0.6327
H: -2.0840 -0.6659 -3.1347  0.0821
Cl: 6.9658 -7.0756 1.3535  0.5588
H: 5.9289 -4.8463 -0.1731  0.0687
C: 3.7054 -8.9945 -1.5734  -0.6734
Cl: 3.6123 4.3313 -0.4153  0.5361
C: 6.7563 -5.2991 -0.7143  -0.6510
C: 4.6116 1.6599 7.0603  -0.6486
H: 1.8712 5.9052 -2.0752  0.0718
H: 5.6355 1.3224 -3.9873  0.0735
C: 3.4641 0.5754 1.1737  -0.5806
Cl: 0.6427 -6.5279 0.4794  0.5656
C: 7.7464 -5.9384 0.2248  -0.6581
H: -2.3810 5.4107 3.1092  0.0599
O: -0.0426 -1.7123 0.5729  -0.1989
Cl: 4.6463 3.2523 -4.9106  0.6007
H: -2.7446 11.0359 -1.4746  0.0723
Cl: -4.0961 6.4108 -2.6681  0.5368
H: 3.8396 0.8193 8.8651  0.0739
H: -2.4762 -2.3327 2.6999  0.0897
Cl: 3.7707 -10.4638 0.7339  0.5325
H: 4.0476 2.5891 7.0717  0.0708
H: -0.3695 -1.4538 6.4046  0.0810
Cl: -4.4035 6.3212 0.7195  0.5790
H: 3.5195 -8.0190 -2.0201  0.0538
C: -8.4407 5.6174 3.9638  -0.6641
C: 3.8922 0.5669 7.8072  -0.6320
H: -5.2324 -6.9283 0.9823  0.0752
Cl: -7.7107 -6.4713 -1.7128  0.5426
C: -5.5945 5.7433 -0.4790  -0.6515
C: 0.7293 -3.5770 -6.5067  -0.6405
H: 7.9130 1.5416 -5.0621  0.0724
Cl: -0.9130 -3.5722 -5.8123  0.5784
H: -0.0090 -1.1730 2.6301  -0.0365
H: 0.9556 -2.5332 2.1228  0.0950
Cl: -0.2690 -0.1050 4.4821  0.6507
Cl: -2.5291 1.5347 6.3946  0.5397
H: 7.2501 -4.5227 -1.2970  0.0706
H: -0.6157 5.4331 3.0519  0.0700
H: 2.1295 5.2027 -3.6733  0.0698
C: -1.0729 -7.0137 0.5534  -0.6499
H: 8.2266 -5.1707 0.8295  0.0707
O: -2.7231 -2.5640 0.2562  0.1294
N: -2.0819 -0.3963 0.4511  -0.3426
O: -2.9932 -1.6413 2.2650  0.0335
H: -2.7374 -0.7429 5.8745  0.0682
Cl: -1.8521 8.9684 -0.8305  0.5254
H: -6.5598 4.8699 3.2784  0.0760
C: 4.3060 -0.1545 2.1951  -0.6264
C: -2.6004 -1.6106 0.9578  -0.6344
H: -2.5549 0.0091 -5.4199  0.0763
H: 4.1085 1.1558 0.5238  0.0564
H: 5.5818 1.8421 7.5199  0.0731
H: -1.5747 1.0149 -3.3138  0.0720
H: 2.7418 -8.4146 0.2380  0.0193



No. 3
Entry from the Open Molecules 2025 dataset: a structure of composition C33H67N2O4PtSSbSi6 (ωB97M-V/def2-TZVPD).

Charge ... +2
HOMO energy (spin up / spin down) ... -12.84 / -13.35 eV
Orbital gap (spin up / spin down) ... 8.24 / 5.61 eV
Relative energy (zero: lowest compared OMol25 entry of this formula, charge and spin) ... 38.7 kJ/mol
2S+1 ... 5

Each line ends with the Löwdin charge.
Positions of all 115 atoms, in Å:
H: -2.3094 3.9183 3.5709  0.0552
H: -1.5042 2.8489 -3.2892  0.0350
C: 3.9551 1.5744 -1.2106  -0.1819
H: -9.8992 0.9670 1.6407  0.0952
O: -0.2843 -1.7283 -0.3152  -0.0952
H: -0.7534 -1.5731 2.4907  0.0948
H: -2.6683 -1.1389 -4.5513  0.0391
H: -2.7328 3.8066 1.8657  0.0392
C: -7.2815 -0.5690 1.5506  -0.0208
H: -1.2532 5.2004 -1.6207  0.0411
C: 1.5482 4.2652 -2.1089  -0.2009
H: 1.1833 4.5608 1.8930  0.0222
C: 1.7198 4.5186 0.9436  -0.2010
C: 4.2215 0.9113 2.1926  -0.1609
H: -3.5305 -3.6391 -1.7462  0.1304
C: -1.6671 -0.7535 -4.7425  -0.1341
H: -2.3260 0.7121 4.1335  0.0511
H: 5.3970 -3.3709 -1.5885  0.0273
H: 1.3787 1.8279 3.0605  -0.0093
C: 0.4689 2.0411 3.6231  -0.2088
H: 1.2960 -3.7013 1.0581  0.0215
H: 2.1391 5.5118 0.7519  0.0540
H: 5.5168 -3.7813 0.1250  0.0305
C: 0.1796 -1.7180 3.0174  -0.1222
C: -9.7191 -0.0261 1.2241  -0.0331
C: 2.1555 -3.2169 -2.0170  -0.1590
H: 0.9877 1.8744 -3.4188  0.0116
H: 3.3815 1.5160 1.8375  0.0008
Si: 3.9613 -0.9053 1.8318  0.4536
H: -2.9886 1.9807 -3.7146  0.0530
O: -0.7788 -0.3820 -1.9780  -0.1484
H: -6.4631 0.4423 -2.0846  0.1158
H: 4.8417 -0.2140 -3.6219  0.0518
H: -1.2130 -3.5808 -1.4847  0.1284
C: -6.6981 0.1678 -1.0659  -0.0373
H: 0.7511 1.1207 -4.9936  0.0582
H: 0.6093 2.9970 4.1333  0.0455
H: 0.3613 1.2669 4.3868  0.0357
H: -8.7876 0.5698 -1.2541  0.1250
C: 3.4144 -1.2319 0.0344  -0.5198
H: 1.9354 5.2907 -2.1063  0.0569
Pt: 1.4271 -0.4440 0.4466  0.8601
H: 2.3974 3.5968 -2.2179  0.0059
Si: 4.4494 -0.2380 -1.2195  0.4019
C: 0.6675 0.9569 -3.9159  -0.1221
C: 2.6154 -2.0676 4.1860  -0.0335
H: 3.2478 -0.9010 -3.3213  0.0084
C: 6.2568 -0.3497 -0.7430  -0.1584
H: 1.6095 -2.3023 -2.2568  0.0074
H: -1.2252 4.6078 2.3626  0.0257
H: -1.8250 4.4790 -0.1183  0.0067
H: -5.1907 -0.9811 1.7592  0.1122
Si: -1.0714 0.4645 -3.4869  0.4885
H: 4.6904 -1.8825 -3.0914  0.0301
S: -4.0464 -0.3136 -0.7871  0.6589
H: 1.3744 0.1679 -3.6542  0.0196
C: -2.0977 1.9541 -3.0855  -0.1529
Si: 0.6316 4.0853 -0.5078  0.3488
H: -2.9888 -2.0013 0.2140  0.1134
C: -2.3471 0.8250 3.0452  -0.2127
C: 4.8679 -3.8265 -0.7502  -0.1510
O: -3.2176 0.4617 0.1095  -0.3541
H: 6.6212 -1.3765 -0.6872  0.0346
C: -8.3105 -0.1276 0.7149  -0.2468
H: 5.1924 -2.9911 2.3948  0.0419
H: -3.6022 -2.1480 -2.6633  0.1034
C: -1.8974 3.7741 2.5662  -0.2091
C: -0.8569 -1.5386 -1.4020  -0.5418
Sb: -0.1749 1.6670 0.1402  1.0677
C: -1.6100 -2.7029 -1.9914  -0.0506
C: -5.6978 -0.2681 -0.2113  -0.2950
C: 1.4781 -2.5017 4.8500  -0.0137
N: -3.5394 -1.8723 -0.6243  -0.1076
H: -0.9633 -1.5822 -4.8375  0.0467
H: -2.2076 -0.1532 2.5915  -0.0053
H: -7.5111 -0.8657 2.5665  0.1222
H: 4.3155 1.0662 3.2704  0.0523
H: 1.5583 -2.9811 5.8169  0.1263
H: 2.7842 -3.4543 -2.8757  0.0434
H: 5.7572 -1.6077 3.3428  0.0536
H: -10.4409 -0.1833 0.4242  0.0861
C: 2.3265 -4.0297 0.9016  -0.1651
H: 6.4681 0.1431 0.2083  0.0268
H: 2.8489 -4.0019 1.8603  0.0302
H: -9.9103 -0.7540 2.0110  0.0846
H: -1.6961 -0.2527 -5.7142  0.0577
H: 2.8918 1.7174 -1.0043  -0.0335
C: -0.9907 5.0048 -0.5797  -0.2093
O: -4.0392 -0.0193 -2.1935  -0.2952
H: 6.8455 0.1657 -1.5071  0.0533
C: -5.9784 -0.6377 1.0993  -0.0573
C: 5.4307 -1.9273 2.3492  -0.1413
H: -3.3370 1.1730 2.7507  0.0350
H: 4.7186 -4.8823 -0.9933  0.0525
H: -2.4436 1.9806 -2.0526  0.0029
H: 0.8956 4.1726 -2.9774  0.0317
H: 5.1279 1.2963 1.7222  0.0356
H: 2.2894 -5.0773 0.5891  0.0505
H: 2.5560 3.8239 1.0452  0.0233
H: 1.4350 -4.0298 -1.8997  0.0412
Si: -1.0792 2.1040 2.5667  0.3574
C: -3.1389 -2.6251 -1.8052  -0.1712
C: 4.2768 -0.8812 -2.9650  -0.1638
H: -0.6697 -2.6818 4.7239  0.1223
C: 2.5055 -1.4569 2.9437  -0.2956
H: 4.5231 2.1469 -0.4747  0.0379
N: 1.2816 -1.2786 2.4061  -0.1013
Si: 3.1874 -3.0601 -0.4491  0.4061
H: -0.8866 5.9684 -0.0734  0.0524
H: 3.5943 -2.2164 4.6230  0.1175
H: 4.1636 2.0012 -2.1950  0.0449
H: 6.2707 -1.7926 1.6685  0.0334
H: -1.3710 -2.7978 -3.0484  0.1152
C: 0.2381 -2.3352 4.2506  -0.0167
C: -7.9992 0.2347 -0.5920  -0.0139